Record 1
{
  "formula": "C37H38AuBrN2OSeTe",
  "method": "ωB97M-V/def2-TZVPD",
  "total_charge": -1,
  "mol_weight_g_mol": 1010.15,
  "lumo_ev": [1.8, 1.8],
  "orbital_gap_ev": [5.367, 5.731],
  "spin_multiplicity": 2,
  "elements": ["Au", "Te", "Br", "Se", "O", "N", "N", "C", "C", "C", "C", "C", "C", "C", "C", "C", "C", "C", "C", "C", "C", "C", "C", "C", "C", "C", "C", "C", "C", "C", "C", "C", "C", "C", "C", "C", "C", "C", "C", "C", "C", "C", "C", "C", "H", "H", "H", "H", "H", "H", "H", "H", "H", "H", "H", "H", "H", "H", "H", "H", "H", "H", "H", "H", "H", "H", "H", "H", "H", "H", "H", "H", "H", "H", "H", "H", "H", "H", "H", "H", "H", "H"],
  "positions_angstrom": [[1.076, 3.036, 0.358], [-0.502, 0.919, -1.679], [2.011, 3.376, 5.968], [0.405, 0.256, 1.365], [2.329, 1.531, -3.366], [0.646, 3.971, 2.151], [1.370, 2.067, -1.357], [-6.153, -2.620, -1.659], [-3.559, 0.143, -2.142], [0.202, 5.123, 4.637], [-1.367, -2.367, -0.257], [0.957, -3.329, 3.486], [0.733, -2.104, -4.589], [1.076, 4.070, 4.482], [-1.311, -2.715, 3.824], [-3.579, 1.537, -2.748], [4.504, 3.204, -2.848], [1.180, -2.182, 2.724], [5.735, 3.781, -2.562], [3.725, 2.645, -1.838], [-0.209, 4.979, 2.291], [-2.514, -1.694, -0.979], [-1.014, -0.300, -4.724], [2.386, 2.030, -2.228], [-0.285, -3.624, 4.033], [2.570, -1.917, 2.202], [4.228, 2.628, -0.541], [0.120, -1.283, 2.492], [-3.726, -2.384, -1.021], [-0.518, -4.893, 4.818], [-4.755, -0.578, -2.169], [5.469, 3.189, -0.251], [-2.399, -0.421, -1.570], [1.486, -1.344, -2.045], [-0.457, 5.578, 3.513], [0.451, -0.679, -2.689], [-4.856, -1.850, -1.621], [6.221, 3.780, -1.260], [0.070, -1.039, -3.983], [1.275, 3.505, 3.235], [1.756, -2.786, -3.941], [-2.326, -0.636, 2.914], [2.140, -2.400, -2.664], [-1.136, -1.555, 3.069], [-3.785, -3.369, -0.556], [3.655, 2.141, 0.241], [-3.298, 2.295, -2.013], [2.578, -1.777, 1.121], [-1.978, -0.416, -4.219], [7.185, 4.225, -1.034], [-5.633, -0.129, -2.631], [0.394, -5.489, 4.874], [1.787, -4.012, 3.653], [-6.504, -2.854, -0.650], [-0.708, 5.304, 1.388], [0.449, -2.390, -5.596], [6.323, 4.224, -3.359], [-2.750, -0.404, 3.896], [2.947, -2.913, -2.153], [3.240, -2.740, 2.460], [-1.688, -2.722, 0.726], [1.781, -1.016, -1.051], [4.120, 3.169, -3.860], [-2.882, 1.634, -3.583], [-3.111, -1.106, 2.313], [-2.041, 0.291, 2.422], [2.257, -3.608, -4.439], [2.965, -0.991, 2.629], [-4.581, 1.775, -3.109], [-1.111, -0.673, -5.744], [5.852, 3.156, 0.763], [-0.540, -1.687, -0.101], [0.035, 5.565, 5.610], [-6.933, -2.048, -2.164], [-1.161, 6.396, 3.578], [-0.779, 0.767, -4.766], [-1.291, -5.505, 4.347], [-2.290, -2.907, 4.261], [-1.000, -3.230, -0.821], [-0.846, -4.678, 5.838], [1.919, 2.645, 3.089], [-6.033, -3.569, -2.190]]
}

***

Record 2
{
  "formula": "C2H3NOS",
  "method": "ωB97M-V/def2-TZVPD",
  "total_charge": 0,
  "mol_weight_g_mol": 89.12,
  "lumo_ev": [-0.2, -0.2],
  "orbital_gap_ev": [8.343, 8.344],
  "spin_multiplicity": 1,
  "elements": ["S", "O", "N", "C", "C", "H", "H", "H"],
  "positions_angstrom": [[2.416, -0.231, -0.009], [2.131, 1.246, -0.090], [-0.006, -0.559, -0.357], [1.105, -1.168, 0.033], [-0.393, 0.636, -0.138], [1.259, -2.257, 0.040], [-1.132, 0.941, -0.897], [-0.264, 1.002, 0.889]]
}

***

Record 3
{
  "formula": "C16H21AuN3OSeTe",
  "method": "ωB97M-V/def2-TZVPD",
  "total_charge": 3,
  "mol_weight_g_mol": 674.89,
  "lumo_ev": [-7.6, -11.5],
  "orbital_gap_ev": [9.379, 5.519],
  "spin_multiplicity": 3,
  "elements": ["Au", "Te", "Se", "O", "N", "N", "N", "C", "C", "C", "C", "C", "C", "C", "C", "C", "C", "C", "C", "C", "C", "C", "C", "H", "H", "H", "H", "H", "H", "H", "H", "H", "H", "H", "H", "H", "H", "H", "H", "H", "H", "H", "H", "H"],
  "positions_angstrom": [[-1.051, 0.963, -0.182], [7.206, 2.991, 1.440], [-1.892, 0.326, -2.330], [1.812, 0.871, 0.513], [-4.444, 0.675, -3.384], [-3.875, 2.490, -2.300], [-0.683, 1.261, 1.857], [-1.553, 2.021, 3.947], [-3.468, 1.236, -2.623], [-5.483, 1.541, -3.542], [-5.109, 2.717, -2.850], [1.463, 0.095, 1.654], [-1.651, 1.848, 2.584], [-6.705, 1.427, -4.212], [8.865, 1.725, 1.140], [-5.935, 3.845, -2.822], [-7.507, 2.536, -4.173], [-0.411, 1.572, 4.590], [-7.127, 3.729, -3.487], [-3.131, 3.514, -1.567], [8.319, 4.680, 2.030], [0.432, 0.826, 2.472], [0.589, 0.975, 3.838], [7.632, 5.453, 2.361], [2.215, 0.289, -0.141], [9.649, 2.302, 0.655], [1.041, -0.873, 1.362], [-2.529, 2.176, 2.045], [-2.864, 4.319, -2.250], [-8.463, 2.516, -4.680], [9.199, 1.380, 2.119], [8.988, 4.377, 2.834], [-4.381, -0.254, -3.781], [-7.811, 4.568, -3.499], [2.336, -0.099, 2.279], [-3.757, 3.898, -0.765], [-2.362, 2.491, 4.488], [8.893, 5.014, 1.167], [8.555, 0.884, 0.526], [-2.229, 3.077, -1.152], [-5.656, 4.754, -2.308], [-0.300, 1.684, 5.660], [-6.992, 0.527, -4.737], [1.493, 0.613, 4.308]]
}

***

Record 4
{
  "formula": "C11H20OSi",
  "method": "ωB97M-V/def2-TZVPD",
  "total_charge": 0,
  "mol_weight_g_mol": 196.37,
  "lumo_ev": 0.5,
  "orbital_gap_ev": 7.537,
  "spin_multiplicity": 1,
  "elements": ["Si", "O", "C", "C", "C", "C", "C", "C", "C", "C", "C", "C", "C", "H", "H", "H", "H", "H", "H", "H", "H", "H", "H", "H", "H", "H", "H", "H", "H", "H", "H", "H", "H"],
  "positions_angstrom": [[-2.376, -0.118, -0.301], [-3.292, -0.051, 1.069], [0.562, 0.772, 0.451], [-2.621, -1.642, -1.431], [-2.442, 1.481, -1.341], [1.128, -1.476, 0.353], [-0.823, -1.050, 1.930], [2.842, 1.558, -0.570], [-0.035, -0.585, 0.713], [1.850, 0.613, 0.016], [2.145, -0.779, -0.180], [3.375, -1.390, -0.755], [-0.028, 1.948, 1.121], [-0.518, 2.564, 0.500], [1.019, -2.573, 0.525], [-3.636, -1.573, -1.889], [-3.296, -0.721, 1.649], [-3.236, 1.298, -2.050], [2.996, 2.585, -0.049], [3.169, -2.345, -1.137], [-1.714, -1.492, -2.152], [2.560, 1.873, -1.538], [-1.401, 1.653, -1.664], [-2.717, -2.521, -0.887], [-2.553, 2.402, -0.676], [4.110, -1.679, 0.163], [-0.042, -1.103, 2.681], [-1.497, -0.268, 2.311], [3.803, 1.081, -0.626], [-1.222, -1.977, 1.798], [-0.628, 1.707, 1.880], [0.734, 2.647, 1.573], [3.786, -0.841, -1.486]]
}

***

Question: What is the formula in the third record?
Answer: C16H21AuN3OSeTe

***

Question: Which formula does entry 3 have?
Answer: C16H21AuN3OSeTe